{
  "formula": "C3H7MnO3",
  "method": "wB97M-V/def2-TZVPD",
  "s_squared": 8.823,
  "homo_energy_ev": [-12.284, -12.583],
  "spin_multiplicity": 6,
  "e_lumo_ha": [-0.167, -0.188],
  "orbital_gap_ha": [0.2847, 0.2742],
  "total_charge": 1,
  "symbols": ["H", "O", "H", "Mn", "H", "H", "H", "C", "H", "O", "C", "C", "H", "O"],
  "xyz": [[1.446, -1.551, 1.087], [-0.902, -1.292, -0.577], [0.010, 2.347, -2.866], [-0.245, 0.111, -1.539], [-2.108, -0.532, 0.940], [2.581, -0.249, 1.662], [-0.143, 1.207, -3.916], [1.542, -0.536, 1.482], [-0.660, 1.228, 1.280], [-0.120, 1.397, -2.971], [-1.071, -0.870, 0.745], [-0.140, 0.291, 1.037], [-0.866, -1.701, 1.455], [0.677, 0.149, 2.182]],
  "atomic_forces_ev_per_a": [[-0.904, 0.090, 0.252], [-0.266, -0.156, -0.462], [0.036, 0.179, -0.045], [0.213, -1.053, 1.656], [0.248, -0.212, -0.137], [-0.044, 0.508, -0.726], [-0.029, 0.033, -0.183], [0.745, 0.991, -1.007], [0.642, 0.345, -1.103], [0.180, 0.933, -1.030], [-0.163, -0.283, 1.191], [-0.284, -0.223, -0.973], [-0.125, 0.294, -0.353], [-0.251, -1.445, 2.919]]
}

---

{
  "formula": "C3H7N",
  "method": "wB97M-V/def2-TZVPD",
  "s_squared": 0.754,
  "homo_energy_ev": [0.802, -3.141],
  "spin_multiplicity": 2,
  "e_lumo_ha": [0.182, 0.174],
  "orbital_gap_ha": [0.1524, 0.2895],
  "total_charge": -1,
  "symbols": ["H", "C", "H", "C", "H", "H", "H", "H", "C", "N", "H"],
  "xyz": [[0.608, -0.621, 1.973], [0.481, 0.148, -0.487], [1.070, -0.724, -0.142], [-0.766, -0.400, -1.205], [-1.521, 0.385, -1.310], [-1.213, -1.189, -0.596], [1.098, 0.725, -1.200], [0.371, 1.025, 2.726], [0.246, 0.414, 1.836], [0.159, 0.994, 0.614], [-0.532, -0.759, -2.209]],
  "atomic_forces_ev_per_a": [[0.016, 0.046, -0.229], [-0.328, 0.086, 0.324], [0.196, -0.024, -0.200], [-0.034, 0.290, 0.076], [0.130, 0.067, 0.054], [-0.014, -0.073, -0.117], [-0.044, -0.160, -0.173], [-0.150, 0.267, 0.008], [0.014, -0.312, 0.018], [0.174, 0.128, 0.346], [0.040, -0.314, -0.106]]
}

---

{
  "formula": "C3H7N",
  "method": "wB97M-V/def2-TZVPD",
  "homo_energy_ev": -9.551,
  "e_lumo_ha": 0.038,
  "smiles": "CC(C)=N",
  "orbital_gap_ha": 0.3890,
  "total_charge": 0,
  "symbols": ["C", "H", "H", "C", "C", "H", "H", "H", "H", "H", "N"],
  "xyz": [[-0.186, -0.241, 0.365], [-0.304, -1.984, 1.089], [-1.561, 1.359, 0.108], [-0.478, 1.220, 0.371], [0.791, -0.695, -0.770], [-0.098, 1.902, -0.358], [0.381, -0.175, -1.578], [0.804, -1.734, -1.051], [-0.420, 1.789, 1.310], [1.813, -0.321, -0.626], [-0.741, -1.121, 1.140]],
  "atomic_forces_ev_per_a": [[1.113, -2.989, -0.028], [0.848, -2.140, -0.717], [0.456, -0.493, 0.427], [-2.925, 1.137, 0.559], [-0.040, 0.871, 1.677], [1.320, -0.318, -0.804], [-0.288, 0.825, -1.775], [-0.135, -0.502, 0.495], [0.284, -0.828, 0.134], [-0.239, -0.067, 0.072], [-0.394, 4.505, -0.040]]
}

---

{
  "formula": "C3H7N",
  "method": "wB97M-V/def2-TZVPD",
  "homo_energy_ev": -8.472,
  "e_lumo_ha": 0.041,
  "smiles": "C/C=C\\N",
  "orbital_gap_ha": 0.3527,
  "total_charge": 0,
  "symbols": ["C", "H", "H", "H", "C", "C", "N", "H", "H", "H", "H"],
  "xyz": [[1.291, 0.596, 0.880], [-0.877, -1.471, -1.707], [1.538, 1.336, 1.630], [-0.309, 0.090, -2.053], [-0.179, 0.337, 0.852], [-0.848, -0.296, -0.092], [-0.380, -0.659, -1.384], [-0.683, 0.412, 1.811], [1.682, 0.898, -0.083], [-1.887, -0.546, 0.115], [1.861, -0.307, 1.126]],
  "atomic_forces_ev_per_a": [[0.277, -0.024, -0.238], [-0.067, 0.212, -0.526], [0.118, 0.251, 0.019], [-0.104, -0.081, -0.099], [0.507, -0.778, 0.767], [-0.737, 0.156, -0.619], [0.356, -0.179, 0.858], [-0.146, 0.325, -0.135], [0.029, 0.286, -0.187], [0.010, -0.102, 0.032], [-0.242, -0.064, 0.129]]
}

---

{
  "formula": "C3H7N",
  "method": "wB97M-V/def2-TZVPD",
  "homo_energy_ev": -8.741,
  "e_lumo_ha": 0.038,
  "orbital_gap_ha": 0.3593,
  "total_charge": 0,
  "symbols": ["N", "H", "H", "H", "H", "H", "C", "H", "C", "H", "C"],
  "xyz": [[0.251, -1.646, -0.805], [1.220, 1.470, 0.382], [-0.754, 1.250, 1.727], [-1.020, -0.327, 0.962], [-0.342, -0.776, -1.170], [-1.741, 1.125, 0.289], [0.479, 0.828, -0.058], [0.184, -2.031, 0.136], [-0.802, 0.755, 0.762], [1.648, -0.343, -1.494], [0.877, -0.306, -0.730]],
  "atomic_forces_ev_per_a": [[-0.036, 2.748, -1.374], [0.344, 1.007, -1.192], [0.269, 0.121, 0.047], [0.018, 0.947, 0.092], [-2.369, -3.402, 0.401], [0.828, 0.036, -0.131], [-0.474, -2.663, 0.992], [-1.229, 0.750, 0.035], [-0.759, -1.347, 0.086], [0.707, 0.832, 0.545], [2.701, 0.971, 0.497]]
}

---

{
  "formula": "C3H7N2",
  "method": "wB97M-V/def2-TZVPD",
  "homo_energy_ev": -14.688,
  "e_lumo_ha": -0.184,
  "orbital_gap_ha": 0.3556,
  "total_charge": 1,
  "symbols": ["N", "H", "H", "N", "C", "H", "H", "C", "H", "C", "H", "H"],
  "xyz": [[0.108, 1.614, -0.909], [-0.883, -1.013, -1.954], [-1.481, -0.461, 0.349], [-0.426, -0.763, 0.114], [0.186, 1.435, 0.301], [0.174, -0.040, 1.993], [0.759, -0.900, -1.629], [-0.207, -0.552, -1.252], [1.430, 0.044, 0.737], [0.371, 0.100, 0.975], [-0.309, -1.842, 0.412], [0.277, 2.378, 0.863]],
  "atomic_forces_ev_per_a": [[-1.384, -3.604, -2.191], [-1.105, 0.725, 0.201], [2.555, -1.218, -0.676], [-3.389, -3.043, 2.742], [0.095, 1.881, 1.841], [-0.450, 0.030, 1.424], [0.276, 0.430, 0.742], [2.174, 2.296, -2.121], [0.324, -1.125, 0.406], [1.083, 1.188, -1.897], [-0.346, 2.783, -0.721], [0.167, -0.343, 0.249]]
}

---

{
  "formula": "C3H7N2",
  "method": "wB97M-V/def2-TZVPD",
  "homo_energy_ev": -15.072,
  "e_lumo_ha": -0.161,
  "orbital_gap_ha": 0.3926,
  "total_charge": 1,
  "symbols": ["H", "H", "N", "H", "C", "H", "N", "C", "C", "H", "H", "H"],
  "xyz": [[1.214, -2.321, -0.368], [-0.595, -1.171, 1.655], [0.432, -0.563, -1.135], [0.696, 1.743, -0.029], [-0.436, 0.108, -0.222], [-0.124, 1.558, -1.441], [-0.210, 1.606, -0.363], [0.683, -1.457, -0.243], [0.114, -0.810, 0.927], [-2.025, -0.315, -0.490], [1.084, -0.597, 1.504], [-0.833, 2.219, 0.206]],
  "atomic_forces_ev_per_a": [[1.392, -2.182, -0.388], [-0.202, -0.705, -0.112], [-0.212, -0.359, -0.800], [2.252, 0.565, 0.676], [-3.338, -1.142, 0.818], [-0.706, 1.521, 1.680], [-1.612, -1.984, -1.419], [-1.080, 1.005, -1.004], [0.606, 1.106, 1.710], [4.365, 1.583, 0.719], [-1.488, 0.938, -0.495], [0.023, -0.345, -1.385]]
}

---

{
  "formula": "C3H7N2O",
  "method": "wB97M-V/def2-TZVPD",
  "homo_energy_ev": -14.324,
  "e_lumo_ha": -0.136,
  "orbital_gap_ha": 0.3902,
  "total_charge": 1,
  "symbols": ["H", "N", "H", "C", "C", "H", "H", "C", "H", "H", "H", "O", "N"],
  "xyz": [[-3.119, 0.698, 0.842], [-0.044, 0.248, -0.899], [-2.802, 1.260, 2.047], [1.999, -0.457, -0.351], [-0.229, -0.686, 0.052], [-1.175, -1.181, 0.362], [1.655, 1.356, -1.588], [1.271, 0.509, -1.021], [3.075, -0.497, -0.422], [-0.650, 0.941, -1.224], [1.323, -2.048, 0.768], [-2.380, 1.083, 1.213], [1.076, -1.225, 0.219]],
  "atomic_forces_ev_per_a": [[-2.485, -1.512, -2.246], [0.899, -0.349, 2.449], [0.476, 0.666, 1.189], [-0.522, 2.589, -2.170], [2.040, -2.355, -1.309], [1.099, 0.681, -0.194], [-0.301, -0.407, 0.086], [2.238, -0.102, -0.749], [-0.136, -0.677, 0.636], [-1.837, 0.769, -0.296], [-0.552, 0.329, -0.024], [1.957, 0.797, 0.958], [-2.877, -0.427, 1.670]]
}

---

{
  "formula": "C3H7N2O",
  "method": "wB97M-V/def2-TZVPD",
  "homo_energy_ev": -13.255,
  "e_lumo_ha": -0.246,
  "orbital_gap_ha": 0.2410,
  "total_charge": 1,
  "symbols": ["C", "C", "H", "H", "O", "H", "N", "C", "N", "H", "H", "H", "H"],
  "xyz": [[-1.129, -0.171, -0.184], [0.013, -0.731, -0.989], [-1.185, 0.910, -0.588], [-0.861, 0.045, 2.997], [0.832, 0.368, -1.291], [-2.034, -0.648, -0.226], [-0.649, 0.029, 1.155], [1.751, 0.791, -0.483], [-1.356, -0.092, 2.110], [-0.308, -1.061, -2.005], [2.152, 1.750, -0.593], [0.572, -1.497, -0.284], [2.200, 0.307, 0.380]],
  "atomic_forces_ev_per_a": [[1.387, 3.752, -0.129], [-0.255, -3.430, 0.902], [-0.760, -1.509, 0.527], [0.391, 0.239, -0.186], [4.013, 2.890, 2.129], [-2.216, -1.420, -0.423], [3.318, 0.602, -0.831], [-2.311, -1.742, -0.830], [-2.584, -0.722, 1.060], [0.284, -0.362, 1.087], [0.256, 1.628, -1.178], [-0.861, 1.224, -2.018], [-0.660, -1.148, -0.111]]
}